No. 1
C25H24F10N4O2PbS as an isolated structure in a non-equilibrium geometry. Source: the Open Molecules 2025 dataset; level of theory: wB97M-V/def2-TZVPD.

Geometry (Å):
Pb (-4.58945, 13.05020, 13.39289)
C (-6.60079, 11.29510, 15.77236)
N (-6.77188, 12.09059, 14.52991)
C (-7.59903, 13.31931, 14.89741)
C (-6.65919, 14.47484, 15.28428)
N (-5.82709, 14.92463, 14.10181)
C (-6.13881, 15.97211, 13.31599)
C (-5.18964, 16.39695, 12.31527)
F (-3.91907, 15.83002, 12.31562)
C (-5.33580, 17.47375, 11.47372)
F (-4.30922, 17.76567, 10.67387)
C (-6.56080, 18.10072, 11.36976)
F (-6.76452, 19.05175, 10.41423)
C (-7.56530, 17.74333, 12.27962)
F (-8.83129, 18.18379, 12.16992)
C (-7.34852, 16.74456, 13.20401)
F (-8.42118, 16.37716, 14.00181)
C (-7.49351, 11.31158, 13.46994)
C (-7.64201, 12.07172, 12.15329)
N (-6.38362, 12.51927, 11.63004)
C (-6.30961, 12.78302, 10.31867)
C (-5.02797, 12.99326, 9.70550)
F (-3.95017, 12.83269, 10.48758)
C (-4.81966, 12.93177, 8.32759)
F (-3.53159, 12.86145, 7.91940)
C (-5.91784, 12.81442, 7.48080)
F (-5.66575, 12.54626, 6.19033)
C (-7.23312, 12.68006, 8.01958)
F (-8.32229, 12.54160, 7.22212)
C (-7.38875, 12.82746, 9.35541)
F (-8.68702, 12.97515, 9.77378)
H (-7.58323, 11.17404, 16.22306)
H (-5.93828, 11.96113, 16.34978)
H (-6.09200, 10.36803, 15.58199)
H (-8.18261, 13.06493, 15.80408)
H (-8.24303, 13.55927, 14.06904)
H (-5.91101, 14.18509, 16.11419)
H (-7.30873, 15.27902, 15.70185)
H (-8.50077, 10.98211, 13.83652)
H (-6.92976, 10.37556, 13.28066)
H (-8.34932, 12.89157, 12.17090)
H (-8.16169, 11.36915, 11.43762)
O (-1.01546, 12.86833, 12.26296)
C (-0.60977, 11.85094, 11.30793)
C (-0.66764, 10.52988, 12.00945)
C (0.49321, 10.01336, 12.63555)
C (0.41274, 8.72175, 13.23898)
C (-0.85459, 8.12631, 13.27111)
C (-1.88541, 8.69062, 12.49874)
N (-1.78180, 9.86070, 11.86757)
H (-0.51670, 13.73406, 12.20895)
H (0.45894, 12.05560, 11.07641)
H (-1.21437, 11.83122, 10.38798)
H (1.31570, 10.67600, 12.81635)
H (1.27374, 8.34533, 13.76037)
H (-1.08715, 7.24480, 13.85844)
H (-2.80415, 8.09594, 12.27388)
C (-1.43622, 14.07038, 17.21778)
S (-2.57745, 12.83456, 16.64422)
C (-1.52131, 11.70078, 15.70120)
O (-3.42807, 13.54942, 15.58312)
H (-0.56596, 13.59154, 17.70196)
H (-1.92360, 14.75244, 17.92351)
H (-1.06682, 14.62245, 16.37630)
H (-0.52674, 11.72414, 16.19746)
H (-1.42830, 12.02330, 14.66028)
H (-1.94551, 10.65393, 15.71767)

Values from the calculation:
LUMO (spin up / spin down), Eh: -0.3137 / -0.2941
DFT total energy, Eh: -2925.51188
Highest occupied orbital energy (spin up / spin down), eV: -13.8 / -13.8
Total charge: +2
Frontier orbital gap (spin up / spin down), eV: 5.24 / 5.77

No. 2
C6H25BrNO6 as an isolated structure in a non-equilibrium geometry. Source: the Open Molecules 2025 dataset; level of theory: wB97M-V/def2-TZVPD.

Geometry (Å):
Br (0.79737, -0.28499, -0.75578)
C (1.57123, 2.97359, -2.21875)
C (1.70397, 2.75340, -0.61250)
O (0.50377, 2.11615, -0.09692)
H (0.60083, 3.38486, -2.49675)
H (1.51283, 2.01911, -2.74187)
H (2.36760, 3.49587, -2.74896)
H (1.79207, 3.74576, -0.17028)
H (2.62848, 2.25326, -0.32400)
H (0.56070, 1.16728, -0.23108)
C (-0.01857, -0.28488, 3.67121)
C (-0.61602, -1.27413, 2.65677)
C (-1.92210, -0.78772, 1.88848)
O (-2.12274, -1.46786, 0.66689)
C (-2.58271, -0.66027, -0.40864)
N (0.38198, -1.65320, 1.71304)
H (0.63571, -0.78945, 4.38214)
H (-0.82793, 0.22105, 4.19758)
H (0.51191, 0.46769, 3.08784)
H (-1.06851, -2.13610, 3.14703)
H (-1.88141, 0.28863, 1.72140)
H (-2.80645, -0.95332, 2.50379)
H (-2.79794, -1.29261, -1.26998)
H (-1.77942, 0.05538, -0.58379)
H (-3.46964, -0.14161, -0.04473)
H (1.22391, -1.54647, 2.26065)
H (0.34831, -1.02332, 0.92423)
O (3.33078, -0.60011, -0.17126)
H (2.54764, -0.36856, -0.67056)
H (4.05030, -0.18579, -0.64756)
O (0.29690, -2.03345, -2.64864)
H (0.21671, -1.56081, -3.47715)
H (0.47784, -1.35268, -2.00053)
O (-0.84976, -2.48700, -0.67392)
H (-1.36415, -2.23300, 0.09231)
H (-0.30571, -1.72223, -0.86200)
O (-1.56547, 0.69895, -2.19148)
H (-0.82635, 0.22356, -1.81210)
H (-1.25595, 0.97492, -3.05420)

Values from the calculation:
Relative energy (zero: lowest compared OMol25 entry of this formula, charge and spin), kJ/mol: 831.1
LUMO, Eh: 0.1171
DFT total energy, Eh: -3323.59289
Highest occupied orbital energy, eV: -4.7
Total charge: -1
Frontier orbital gap, eV: 7.90

What did the second record say?
C6H25BrNO6 as an isolated structure in a non-equilibrium geometry. Source: the Open Molecules 2025 dataset; level of theory: wB97M-V/def2-TZVPD.

Geometry (Å):
Br (0.79737, -0.28499, -0.75578)
C (1.57123, 2.97359, -2.21875)
C (1.70397, 2.75340, -0.61250)
O (0.50377, 2.11615, -0.09692)
H (0.60083, 3.38486, -2.49675)
H (1.51283, 2.01911, -2.74187)
H (2.36760, 3.49587, -2.74896)
H (1.79207, 3.74576, -0.17028)
H (2.62848, 2.25326, -0.32400)
H (0.56070, 1.16728, -0.23108)
C (-0.01857, -0.28488, 3.67121)
C (-0.61602, -1.27413, 2.65677)
C (-1.92210, -0.78772, 1.88848)
O (-2.12274, -1.46786, 0.66689)
C (-2.58271, -0.66027, -0.40864)
N (0.38198, -1.65320, 1.71304)
H (0.63571, -0.78945, 4.38214)
H (-0.82793, 0.22105, 4.19758)
H (0.51191, 0.46769, 3.08784)
H (-1.06851, -2.13610, 3.14703)
H (-1.88141, 0.28863, 1.72140)
H (-2.80645, -0.95332, 2.50379)
H (-2.79794, -1.29261, -1.26998)
H (-1.77942, 0.05538, -0.58379)
H (-3.46964, -0.14161, -0.04473)
H (1.22391, -1.54647, 2.26065)
H (0.34831, -1.02332, 0.92423)
O (3.33078, -0.60011, -0.17126)
H (2.54764, -0.36856, -0.67056)
H (4.05030, -0.18579, -0.64756)
O (0.29690, -2.03345, -2.64864)
H (0.21671, -1.56081, -3.47715)
H (0.47784, -1.35268, -2.00053)
O (-0.84976, -2.48700, -0.67392)
H (-1.36415, -2.23300, 0.09231)
H (-0.30571, -1.72223, -0.86200)
O (-1.56547, 0.69895, -2.19148)
H (-0.82635, 0.22356, -1.81210)
H (-1.25595, 0.97492, -3.05420)

Values from the calculation:
Relative energy (zero: lowest compared OMol25 entry of this formula, charge and spin), kJ/mol: 831.1
LUMO, Eh: 0.1171
DFT total energy, Eh: -3323.59289
Highest occupied orbital energy, eV: -4.7
Total charge: -1
Frontier orbital gap, eV: 7.90

> What is the formula in the second record?

C6H25BrNO6

> The highest DFT total energy belongs to which entry?

C25H24F10N4O2PbS

> Among the records above, which one has the highest DFT total energy?

C25H24F10N4O2PbS